Record 1
Below is an isolated molecule of C9H10N2O at a distorted geometry, with properties calculated with wB97M-V/def2-TZVPD.

Element x y z (Å)
C: -0.354 1.900 -2.461
C: 0.188 1.435 -1.482
C: 0.713 -0.424 2.692
C: -0.531 -0.768 2.271
C: 0.603 0.262 0.694
C: -1.799 -0.394 0.111
C: -1.373 -1.599 -0.989
C: 1.034 0.863 -0.506
C: 2.466 1.109 -0.622
N: 1.453 0.074 1.687
N: -0.622 -0.281 0.946
O: -0.400 -1.221 -1.783
H: -1.158 2.267 -3.070
H: 1.167 -0.678 3.667
H: -1.380 -1.395 2.531
H: -2.114 0.436 -0.579
H: -2.636 -0.769 0.700
H: -1.148 -2.516 -0.437
H: -2.365 -1.797 -1.491
H: 2.656 2.105 -0.223
H: 2.706 0.991 -1.729
H: 2.892 0.398 0.075

Calculated values
Energy above the lowest of the compared OMol25 structures with the same formula, charge and spin in kcal/mol: 160.22
Kohn-Sham gap (spin up / spin down) in Eh: 0.2044 / 0.2994
HOMO energy (spin up / spin down) in eV: -7.23 / -9.15

Atom charges from the Löwdin analysis, given in e for atoms 1 to 4:
1 C 0.15
2 C -0.12
3 C -0.14
4 C -0.03

***

Record 2
Below is an isolated molecule of C9H10N2O2 at a distorted geometry, with properties calculated with wB97M-V/def2-TZVPD.

Element x y z (Å)
C: 3.436 -3.425 2.409
C: 2.564 -3.104 1.650
C: 1.528 -2.768 0.658
C: 0.321 -0.950 -0.124
C: -1.140 0.309 -1.132
C: -2.019 1.438 -1.566
C: -1.846 2.572 -0.517
C: 0.083 1.641 0.591
C: -0.187 0.381 -0.178
H: 4.266 -3.734 3.035
H: 0.591 -3.294 0.872
H: 1.800 -3.045 -0.382
H: -3.085 1.129 -1.650
H: -1.711 1.817 -2.553
H: -2.467 2.324 0.342
H: -2.275 3.490 -0.944
H: 0.101 3.023 -0.890
H: -0.346 1.593 1.609
H: 1.153 1.835 0.704
N: -0.302 -1.743 -0.979
N: -0.493 2.813 -0.077
O: 1.242 -1.377 0.761
O: -1.216 -0.924 -1.640

Calculated values
Energy above the lowest of the compared OMol25 structures with the same formula, charge and spin in kcal/mol: 94.85
Kohn-Sham gap in Eh: 0.3713
HOMO energy in eV: -9.26
SMILES string: C#CCOc1noc2c1CNCC2

Atom charges from the Löwdin analysis, given in e for atoms 1 to 4:
1 C 0.11
2 C -0.09
3 C -0.20
4 C -0.31